DFT (wB97M-V/def2-TZVPD) results for C24H43IrNO2P2 as an isolated structure at a distorted geometry.

Each line ends with the Löwdin charge.
Element x y z (Å)
Ir1 0.07199 -0.38914 -1.40651  1.1130
C1 -0.80044 -1.68027 1.75588  -0.3000
C2 0.55398 -1.71288 1.12645  -0.2448
C3 0.65043 -0.58914 3.18176  -0.2041
C4 -0.69787 -0.92022 2.95189  -0.2132
C5 1.44548 -1.04159 2.11825  -0.2433
C6 -1.78913 -2.76858 1.69023  -0.0340
H1 -1.66261 -3.40933 0.81989  0.0872
H2 -2.82996 -2.43274 1.70213  0.0864
H3 -1.65472 -3.42029 2.57710  0.1365
C7 -1.77204 -0.60712 3.91196  -0.0065
H4 -2.75061 -1.00824 3.62252  0.0887
H5 -1.88190 0.49688 4.06752  0.0902
H6 -1.52538 -1.03177 4.91429  0.1214
C8 1.08457 0.07970 4.42868  -0.0127
H7 0.72392 -0.45996 5.32423  0.1107
H8 0.68449 1.11418 4.50685  0.0904
H9 2.18273 0.11411 4.52476  0.0968
C9 2.90135 -1.19628 2.27135  -0.0219
H10 3.10354 -1.85705 3.13650  0.1289
H11 3.40970 -0.26179 2.49436  0.0790
H12 3.37538 -1.64128 1.40072  0.0922
C10 1.10532 -3.06193 0.81499  -0.0443
H13 1.46791 -3.53860 1.74645  0.1237
H14 1.96352 -3.00971 0.12259  0.0933
H15 0.36981 -3.73668 0.33652  0.0895
C11 -1.49567 0.58953 -3.57083  -0.1427
C12 -1.65142 -0.77380 -3.57546  -0.1730
C13 -0.70674 -1.69452 -4.27095  -0.1774
C14 0.80233 -1.51880 -4.00115  -0.1619
C15 1.35334 -0.81593 -2.75444  -0.3825
C16 1.31560 0.65401 -2.62118  -0.3698
C17 0.80715 1.58589 -3.73139  -0.1897
C18 -0.50355 1.31642 -4.45117  -0.1619
H16 -0.84703 -1.63240 -5.36300  0.1402
H17 1.24109 -0.99137 -4.84456  0.1208
H18 -1.04487 -2.70023 -4.01978  0.1150
H19 -0.36042 0.81880 -5.44431  0.1376
H20 -2.32063 1.21971 -3.22148  0.1200
H21 -2.68261 -1.16088 -3.44555  0.1360
H22 -0.94345 2.30347 -4.70581  0.1342
H23 0.78151 2.61302 -3.33089  0.1063
H24 2.39895 0.96829 -2.48687  0.1038
H25 1.57936 1.61021 -4.52364  0.1366
H26 1.19038 -2.54014 -3.91127  0.1196
H27 2.32575 -1.20788 -2.39258  0.1243
P1 -1.43218 0.40443 0.34274  0.8671
P2 1.43643 1.33815 0.29901  0.8714
C19 -1.14016 2.00806 -0.70880  -0.3526
C20 0.23121 2.60181 -0.35252  -0.3667
H28 -1.97935 2.65539 -0.44379  0.0851
H29 -1.19624 1.74224 -1.77062  0.0220
H30 0.72011 3.10073 -1.21266  0.0877
H31 0.06448 3.32478 0.48442  0.0689
C21 1.75320 2.08859 1.93457  -0.2281
H32 2.33054 1.37826 2.55232  0.0295
H33 0.82182 2.38309 2.45300  0.0114
H34 2.35395 2.98926 1.70786  0.0845
C22 3.11402 1.59757 -0.26084  -0.2598
H35 3.14256 2.53470 -0.83902  0.0752
H36 3.47809 0.74293 -0.87219  0.0513
H37 3.77452 1.66718 0.62749  0.0654
C23 -3.14099 0.52720 1.02051  -0.2098
H38 -3.42685 -0.46973 1.38167  0.0415
H39 -3.74080 0.83585 0.15448  0.0682
H40 -3.16595 1.28295 1.81592  0.0441
C24 -2.02856 -0.98814 -0.88128  -0.3169
H41 -1.38215 -1.73599 -1.49946  0.0707
H42 -2.69341 -0.41444 -1.55562  0.0504
H43 -2.59717 -1.57812 -0.18023  0.0274
O1 -1.17803 2.74472 3.79659  0.0840
N1 -1.05472 3.08565 2.60236  -0.0930
O2 -2.03295 3.47918 1.92899  0.0823

Atomic forces in eV per Å
-0.7 0.5 1.8
1.1 0.6 1.2
1.2 -0.6 3.0
-0.1 0.4 -0.5
0.0 0.0 -0.7
-1.9 -0.3 -0.2
-0.5 -0.8 -0.3
0.0 0.0 -0.1
0.1 0.0 0.2
-0.1 0.3 -0.3
-0.6 0.3 0.9
0.3 0.1 0.0
0.2 -0.9 -0.1
-0.2 0.3 -0.6
0.5 0.2 0.8
0.0 0.2 -0.4
0.2 -0.6 -0.1
-0.4 0.1 -0.1
0.6 -0.4 -0.2
-0.1 0.2 -0.4
0.1 0.1 0.0
0.1 0.0 -0.1
0.1 -0.9 -1.6
-0.2 0.1 -0.4
-0.2 -0.1 0.3
0.4 0.3 0.3
-1.0 -1.2 -1.5
-0.7 1.9 -1.9
-0.1 -0.2 0.1
0.3 -0.8 0.5
1.7 0.3 -2.7
2.9 -0.2 -2.3
0.7 0.4 -0.2
-0.5 0.2 0.0
-0.1 0.1 0.3
0.3 -0.3 -0.2
0.3 -0.2 0.0
-0.1 0.0 1.0
0.1 -0.4 0.1
0.9 0.1 0.6
0.2 -0.6 0.1
0.1 -0.3 0.0
-1.7 0.0 0.9
0.1 0.0 0.6
0.2 0.2 -0.6
-0.6 -0.1 -0.1
-1.1 0.7 1.2
-0.7 0.0 0.2
0.0 -0.9 0.3
0.2 0.7 0.5
0.1 0.1 -0.2
-0.1 0.4 0.3
-0.5 0.0 0.5
0.5 -0.3 -1.0
-0.4 -0.1 0.7
-0.2 0.7 -0.2
1.0 -0.4 -0.3
-0.3 -0.3 0.3
1.2 -0.3 -0.7
0.4 -0.3 0.1
-0.2 0.7 0.3
-0.4 0.1 -0.6
0.2 0.5 -0.6
-0.1 0.6 0.0
-0.4 -0.1 0.5
-0.2 -0.3 -0.2
-0.7 0.7 0.0
-0.7 0.4 0.9
0.2 -0.9 0.5
0.0 -0.3 -0.1
1.8 0.8 -3.5
-6.1 0.5 3.0
3.7 -0.9 0.8

Properties
- 2S+1 = 6
- net charge = +2
- E (Eh) = -1931.50821